Entry from the OMol25 dataset: a structure of composition C29H47BrCoN2OP2 at a distorted geometry (ωB97M-V/def2-TZVPD).

Summary:
**Relative energy (zero: lowest compared OMol25 entry of this formula, charge and spin)**: 4.5 kcal per mole
**Molar mass**: 640.49 g/mol
**Expectation value of S²**: 3.773
**HOMO energy (alpha / beta)**: -0.47906 / -0.47818 hartree

Geometry as ORCA input:
```
! RIJCOSX wB97M-V def2-TZVPD def2/J DEFGRID3
* xyz 2 4
C -0.76579 6.71826 -3.74258
C -0.87860 5.37066 -4.08958
C -1.25736 5.00512 -5.38339
C -1.36457 6.01851 -6.35701
N -1.17267 7.30902 -6.03029
C -0.88848 7.67919 -4.76799
C -0.59749 4.37365 -3.15089
C -0.62656 3.42292 -2.40972
C -0.82420 2.57512 -1.32051
C 0.10267 2.59662 -0.29111
C 0.01571 1.70760 0.77347
C -1.31061 0.99556 0.80117
C -2.15078 0.85976 -0.31924
C -1.95466 1.71708 -1.35602
Co 0.21432 -0.43731 0.41115
P 2.17233 -1.42951 0.98497
H -1.44989 3.95083 -5.61144
H -0.57770 6.99849 -2.69959
H -1.60751 5.73706 -7.39732
H -0.74589 8.74795 -4.52300
H -2.62598 1.82092 -2.21052
H 0.87712 3.30551 -0.40222
H -2.95114 0.02230 -0.47318
H 0.85487 1.68101 1.46696
C 2.18164 -2.97442 1.95418
C 3.07683 -4.04494 1.33828
H 1.12410 -3.29342 2.02393
H 2.49583 -2.66681 2.96759
H 3.11109 -4.92987 1.98478
H 2.69343 -4.36920 0.36469
H 4.10378 -3.68173 1.20386
C 1.88641 -1.69910 -0.84542
C 2.78891 -0.82004 -1.71734
H 0.79201 -1.43650 -1.03852
H 1.97929 -2.78312 -1.06527
H 2.51640 -0.97194 -2.76702
H 2.64809 0.24755 -1.48702
H 3.83722 -1.09279 -1.55438
C 3.60078 -0.36368 1.42789
C 4.97257 -1.03836 1.38063
H 3.32956 -0.02864 2.44327
H 3.56423 0.52134 0.76958
H 5.74962 -0.28073 1.56986
H 5.06532 -1.81656 2.15696
H 5.17054 -1.48881 0.39168
Br -2.12476 -0.46466 1.87055
P -2.34184 -3.24197 -1.43619
C -0.59160 -3.61592 -1.47074
C -0.32818 -5.10485 -1.84485
H -0.16238 -3.35907 -0.48267
H -0.10366 -2.94497 -2.20350
H 0.71574 -5.27054 -2.15229
H -0.53344 -5.77429 -0.99748
H -0.98723 -5.40136 -2.68000
C -3.10961 -3.40663 0.19328
C -4.58252 -3.96732 0.18292
H -3.07584 -2.38768 0.67465
H -2.47218 -4.05316 0.84796
H -4.92879 -4.14390 1.21845
H -5.27177 -3.25322 -0.29478
H -4.61488 -4.92200 -0.36711
C -2.78454 -1.72953 -2.35753
C -3.09457 -2.00244 -3.84562
H -1.96955 -0.99856 -2.23452
H -3.66872 -1.28759 -1.86815
H -3.53519 -1.12424 -4.32607
H -2.19601 -2.25572 -4.41045
H -3.80465 -2.82924 -3.94586
C 0.37884 2.47972 6.44457
N 0.99727 1.76879 5.32428
C 2.46559 1.72528 5.34014
C 0.31562 1.14403 4.30454
C -1.20412 1.24765 4.36774
O 0.96033 0.55655 3.44255
H 1.21800 2.91084 7.03494
H -0.21717 1.76779 7.05622
H -0.29010 3.27288 6.04429
H 2.81237 1.11454 6.21259
H 2.85849 1.28628 4.40736
H 2.84386 2.77030 5.45756
H -1.56413 1.70605 3.44110
H -1.60976 0.23286 4.41934
H -1.57370 1.82080 5.22846
*
```

Charges computed using Löwdin, reported in e: number 1, C, carries 0.00; number 2, C, carries -0.26; number 3, C, carries -0.01; number 4, C, carries -0.11; number 5, N, carries 0.06; number 6, C, carries -0.11; number 7, C, carries 0.07; number 8, C, carries 0.04; number 9, C, carries -0.22; number 10, C, carries 0.00; number 11, C, carries -0.09; number 12, C, carries -0.52; number 13, C, carries -0.24; number 14, C, carries -0.01; number 15, Co, carries 0.26; number 16, P, carries 0.94; number 17, H, carries 0.12; number 18, H, carries 0.12; number 19, H, carries 0.12; number 20, H, carries 0.12; number 21, H, carries 0.14; number 22, H, carries 0.13; number 23, H, carries 0.09; number 24, H, carries 0.10; number 25, C, carries -0.37; number 26, C, carries -0.14; number 27, H, carries 0.08; number 28, H, carries 0.10; number 29, H, carries 0.09; number 30, H, carries 0.06; number 31, H, carries 0.07; number 32, C, carries -0.41; number 33, C, carries -0.11; number 34, H, carries 0.02; number 35, H, carries 0.08; number 36, H, carries 0.08; number 37, H, carries 0.08; number 38, H, carries 0.08; number 39, C, carries -0.37; number 40, C, carries -0.14; number 41, H, carries 0.06; number 42, H, carries 0.09; number 43, H, carries 0.09; number 44, H, carries 0.08; number 45, H, carries 0.07; number 46, Br, carries 0.92; number 47, P, carries 1.18; number 48, C, carries -0.40; number 49, C, carries -0.11; number 50, H, carries 0.07; number 51, H, carries 0.09; number 52, H, carries 0.09; number 53, H, carries 0.08; number 54, H, carries 0.08; number 55, C, carries -0.38; number 56, C, carries -0.11; number 57, H, carries -0.01; number 58, H, carries 0.11; number 59, H, carries 0.09; number 60, H, carries 0.08; number 61, H, carries 0.08; number 62, C, carries -0.37; number 63, C, carries -0.12; number 64, H, carries 0.07; number 65, H, carries 0.09; number 66, H, carries 0.09; number 67, H, carries 0.08; number 68, H, carries 0.08; number 69, C, carries -0.05; number 70, N, carries -0.16; number 71, C, carries -0.04; number 72, C, carries -0.48; number 73, C, carries -0.04; number 74, O, carries -0.05; number 75, H, carries 0.10; number 76, H, carries 0.10; number 77, H, carries 0.10; number 78, H, carries 0.11; number 79, H, carries 0.07; number 80, H, carries 0.10; number 81, H, carries 0.05; number 82, H, carries 0.04; number 83, H, carries 0.07

Entry from the OMol25 dataset: a structure of composition C29H47CsF6N5O9S3 at a distorted geometry (ωB97M-V/def2-TZVPD).

Summary:
**Relative energy (zero: lowest compared OMol25 entry of this formula, charge and spin)**: 25.6 kcal per mole
**Molar mass**: 952.82 g/mol
**HOMO energy**: -0.20172 hartree

Geometry as ORCA input:
```
! RIJCOSX wB97M-V def2-TZVPD def2/J DEFGRID3
* xyz -1 1
Cs 0.87958 2.75324 -1.75157
C 2.79358 -3.83948 -0.96595
C 1.52208 -3.01663 -1.16200
C 0.30632 -3.84736 -0.74465
C -1.10066 -3.44572 -1.21750
C -1.24425 -3.73058 -2.71328
C -2.09871 -4.30426 -0.43893
N -1.30103 -2.00032 -0.97937
C -2.65250 -1.48116 -1.16811
C -2.62916 0.03205 -1.04517
N -2.00683 0.47837 0.19005
C -1.59573 1.87541 0.15900
C -0.33103 2.20272 0.95267
O -0.34955 3.22374 1.65080
O 0.65197 1.42069 0.74736
C -2.76824 0.09364 1.38888
C -4.05946 0.89614 1.57394
C -1.94129 0.17280 2.66774
C -0.93315 -0.94349 2.98197
C -1.66640 -2.23243 3.35361
C -0.11722 -0.45647 4.18568
N -0.10698 -1.19618 1.79398
C 1.09107 -2.00236 1.95298
C 2.08154 -1.64705 0.84964
N 1.57543 -1.69595 -0.51692
C 2.19044 -0.65896 -1.31438
C 1.52622 -0.39071 -2.66070
O 0.24443 -0.69387 -2.78327
O 2.13157 0.15423 -3.55019
H 2.82390 -4.67406 -1.66812
H 2.85057 -4.26261 0.03984
H 3.69364 -3.24392 -1.12392
H 1.42793 -2.82522 -2.23652
H 0.29915 -3.94649 0.34383
H 0.46246 -4.86655 -1.11896
H -1.01652 -4.77962 -2.91643
H -0.58015 -3.10508 -3.30726
H -2.26175 -3.54986 -3.05796
H -1.84419 -5.36310 -0.52619
H -3.11872 -4.18270 -0.80386
H -2.08483 -4.04209 0.61995
H -0.97073 -1.75160 -0.03973
H -0.18145 -1.15103 -1.97102
H -3.37390 -1.92815 -0.46941
H -3.01603 -1.73144 -2.16801
H -3.65448 0.42091 -1.18048
H -2.04573 0.43531 -1.87170
H -2.37729 2.57353 0.48133
H -1.35200 2.12557 -0.87883
H -3.04504 -0.95485 1.24334
H -3.85035 1.90243 1.94024
H -4.70202 0.40690 2.30932
H -4.63062 0.99677 0.65151
H -2.64603 0.19064 3.50884
H -1.43752 1.14207 2.71552
H -2.35429 -2.07026 4.18633
H -0.96769 -3.01673 3.65474
H -2.23407 -2.60931 2.50408
H -0.77702 -0.17019 5.00952
H 0.46833 0.42217 3.91097
H 0.55721 -1.22416 4.56461
H 0.12917 -0.31868 1.32434
H 0.85587 -3.07437 1.96333
H 1.62931 -1.82116 2.89545
H 3.00733 -2.22978 0.98098
H 2.37157 -0.60880 1.02501
H 3.26286 -0.80449 -1.53419
H 2.09691 0.27101 -0.74200
F -3.86280 6.17810 -2.13939
C -2.72204 5.63452 -1.71253
F -3.01761 4.52061 -1.04173
F -2.13954 6.50017 -0.87082
S -1.56010 5.29361 -3.08977
O -0.35203 4.75933 -2.43004
O -1.46873 6.52758 -3.81165
N -2.30815 4.12987 -3.85627
S -1.42584 2.89371 -4.34783
O -0.92087 2.08294 -3.24265
O -0.47780 3.23256 -5.38318
C -2.73323 1.89840 -5.16725
F -3.39493 2.58572 -6.09660
F -2.12603 0.85656 -5.75469
F -3.62622 1.42520 -4.29279
C 4.13430 4.32720 1.34253
S 2.86798 3.12335 1.03106
O 3.00067 2.87961 -0.46002
C 3.65887 1.73903 1.81372
C 3.30124 1.41024 3.10990
C 3.89769 0.30808 3.70749
C 4.82742 -0.44674 3.00300
C 5.16305 -0.10661 1.70021
C 4.57325 0.99222 1.08878
H 5.06785 3.99336 0.89390
H 4.24767 4.47075 2.41612
H 3.80683 5.25536 0.88264
H 2.54303 1.98276 3.62570
H 3.61696 0.02689 4.71355
H 5.27430 -1.31658 3.46577
H 5.86965 -0.71240 1.14750
H 4.77926 1.25356 0.06055
*
```

Atom charges from the Löwdin analysis, given in e for atoms 1 to 99: number 1, Cs, carries 1.81; number 2, C, carries -0.05; number 3, C, carries -0.33; number 4, C, carries -0.10; number 5, C, carries -0.54; number 6, C, carries -0.03; number 7, C, carries -0.04; number 8, N, carries -0.01; number 9, C, carries -0.18; number 10, C, carries -0.17; number 11, N, carries -0.10; number 12, C, carries -0.14; number 13, C, carries -0.80; number 14, O, carries -0.02; number 15, O, carries -0.22; number 16, C, carries -0.33; number 17, C, carries -0.04; number 18, C, carries -0.09; number 19, C, carries -0.55; number 20, C, carries -0.03; number 21, C, carries -0.04; number 22, N, carries 0.01; number 23, C, carries -0.19; number 24, C, carries -0.16; number 25, N, carries -0.10; number 26, C, carries -0.10; number 27, C, carries -0.60; number 28, O, carries 0.07; number 29, O, carries 0.07; number 30, H, carries 0.08; number 31, H, carries 0.08; number 32, H, carries 0.08; number 33, H, carries 0.14; number 34, H, carries 0.10; number 35, H, carries 0.12; number 36, H, carries 0.09; number 37, H, carries 0.08; number 38, H, carries 0.08; number 39, H, carries 0.08; number 40, H, carries 0.08; number 41, H, carries 0.07; number 42, H, carries 0.10; number 43, H, carries 0.09; number 44, H, carries 0.10; number 45, H, carries 0.12; number 46, H, carries 0.12; number 47, H, carries 0.10; number 48, H, carries 0.11; number 49, H, carries 0.03; number 50, H, carries 0.12; number 51, H, carries 0.08; number 52, H, carries 0.08; number 53, H, carries 0.07; number 54, H, carries 0.12; number 55, H, carries 0.12; number 56, H, carries 0.08; number 57, H, carries 0.08; number 58, H, carries 0.06; number 59, H, carries 0.08; number 60, H, carries 0.08; number 61, H, carries 0.07; number 62, H, carries 0.08; number 63, H, carries 0.10; number 64, H, carries 0.10; number 65, H, carries 0.11; number 66, H, carries 0.10; number 67, H, carries 0.14; number 68, H, carries 0.08; number 69, F, carries 0.14; number 70, C, carries -0.67; number 71, F, carries 0.14; number 72, F, carries 0.13; number 73, S, carries 0.62; number 74, O, carries -0.63; number 75, O, carries -0.26; number 76, N, carries -0.29; number 77, S, carries 0.61; number 78, O, carries -0.63; number 79, O, carries -0.27; number 80, C, carries -0.67; number 81, F, carries 0.14; number 82, F, carries 0.13; number 83, F, carries 0.13; number 84, C, carries -0.24; number 85, S, carries 0.93; number 86, O, carries -0.82; number 87, C, carries -0.39; number 88, C, carries -0.07; number 89, C, carries -0.08; number 90, C, carries -0.09; number 91, C, carries -0.08; number 92, C, carries -0.07; number 93, H, carries 0.06; number 94, H, carries 0.06; number 95, H, carries 0.05; number 96, H, carries 0.12; number 97, H, carries 0.10; number 98, H, carries 0.10; number 99, H, carries 0.11